1.
Below is a molecular structure, C34H61Br3O16 in a non-equilibrium geometry, with properties calculated with ωB97M-V/def2-TZVPD.

The calculation puts the HOMO energy at -0.3487 hartree. Its LUMO energy is -0.0133 hartree. The total charge is 0.

Positions of all 114 atoms, in Å:
1 C -2.3192 -2.9946 -5.9480
2 C -1.2385 -1.9154 -6.0326
3 C -1.7026 -0.4844 -5.7180
4 O -0.8664 -0.0758 -4.6543
5 C -0.1254 -1.1117 -4.2164
6 O 0.5777 -1.0787 -3.2546
7 O -0.2479 -2.1693 -5.0243
8 H -2.5893 -3.2934 -4.9342
9 H -1.9094 -3.9153 -6.3681
10 H -3.1798 -2.6607 -6.5275
11 H -0.7504 -1.9929 -7.0058
12 H -2.7554 -0.5966 -5.4503
13 H -1.6307 0.1404 -6.6054
14 C -4.4835 2.5469 2.7071
15 C -4.0621 1.5438 3.7496
16 C -2.5708 1.5363 4.0671
17 O -2.5267 1.8064 5.4788
18 C -3.7667 1.9351 5.9904
19 O -4.0296 2.1096 7.1209
20 O -4.6927 1.8342 5.0050
21 H -5.5557 2.4777 2.5261
22 H -3.9885 2.2818 1.7745
23 H -4.2290 3.5526 3.0352
24 H -4.3152 0.4941 3.5704
25 H -2.0864 2.3871 3.5883
26 H -2.0828 0.5837 3.8811
27 C 3.9562 -0.3219 -3.7183
28 C 4.6770 -0.6874 -2.4241
29 C 5.7241 0.3258 -1.9739
30 O 5.4500 0.4842 -0.5942
31 C 4.3212 -0.1582 -0.2437
32 O 3.8857 -0.2073 0.8565
33 O 3.7489 -0.7206 -1.3465
34 H 4.5737 -0.4483 -4.6070
35 H 3.5850 0.7018 -3.7191
36 H 3.0836 -0.9745 -3.7785
37 H 5.0608 -1.7051 -2.5389
38 H 5.6757 1.2323 -2.5827
39 H 6.7458 -0.0222 -2.1342
40 C 4.5525 -3.3845 2.7723
41 C 4.4668 -4.4289 1.6820
42 O 5.3068 -5.2690 1.4959
43 C 3.2463 -4.2798 0.7863
44 H 3.6133 -3.4105 3.3253
45 H 4.7008 -2.4145 2.2957
46 H 5.3753 -3.6042 3.4505
47 H 2.3317 -4.4588 1.3513
48 H 3.3159 -5.0872 0.0526
49 H 3.2643 -3.3205 0.2743
50 C 0.7200 -1.7848 0.1437
51 C -0.5387 -1.0517 0.5387
52 O -1.5966 -1.6214 0.7128
53 C -0.4465 0.4448 0.6283
54 H 1.1879 -1.3494 -0.7413
55 H 0.5222 -2.8456 0.0122
56 H 1.4971 -1.7067 0.9072
57 H -1.4106 0.7829 1.0037
58 H -0.2463 0.8372 -0.3670
59 H 0.3256 0.8243 1.3004
60 C -3.5847 -0.3545 -2.5079
61 C -4.7263 0.2515 -1.7401
62 O -5.8385 0.3190 -2.2110
63 C -4.4598 0.6820 -0.3321
64 H -3.9370 -0.5917 -3.5094
65 H -3.2089 -1.2276 -1.9661
66 H -2.7031 0.2896 -2.5782
67 H -5.3683 1.1697 0.0239
68 H -3.6393 1.3878 -0.1939
69 H -4.2560 -0.1796 0.3094
70 C 0.9683 2.2464 4.5386
71 C 2.3401 2.8363 4.3147
72 O 2.6530 3.9367 4.7113
73 C 3.3279 2.0352 3.4863
74 H 0.2355 3.0118 4.7799
75 H 0.9696 1.5766 5.4043
76 H 0.7626 1.6210 3.6688
77 H 3.0450 0.9854 3.4021
78 H 4.3440 2.0793 3.8746
79 H 3.3776 2.4887 2.4939
80 C -1.1983 -3.6821 -2.1904
81 C -2.4777 -4.4118 -1.8940
82 O -2.9683 -5.1234 -2.7424
83 C -3.1023 -4.2968 -0.5104
84 H -0.3911 -4.1169 -1.6012
85 H -1.2766 -2.6085 -2.0194
86 H -0.9886 -3.8366 -3.2464
87 H -2.4780 -4.8274 0.2103
88 H -4.1002 -4.7273 -0.5143
89 H -3.1349 -3.2511 -0.2066
90 C 1.5016 2.0318 -2.3016
91 C 0.2215 2.7613 -2.6325
92 O -0.7059 2.7385 -1.8570
93 C 0.2058 3.5901 -3.8817
94 H 1.6990 1.3045 -3.0915
95 H 1.3272 1.4640 -1.3935
96 H 2.3556 2.7062 -2.2475
97 H -0.0751 3.0083 -4.7619
98 H 1.2132 3.9579 -4.0997
99 H -0.4267 4.4724 -3.8074
100 C 1.2191 4.6714 1.8175
101 C -0.2594 4.4556 2.0460
102 O -0.8159 3.3945 1.9132
103 C -1.0589 5.6916 2.3713
104 H 1.6664 5.1537 2.6826
105 H 1.3037 5.2561 0.9003
106 H 1.6679 3.6936 1.6365
107 H -1.8740 5.4467 3.0592
108 H -1.5295 6.1442 1.4987
109 H -0.5022 6.4538 2.9201
110 C 0.1348 -2.9981 4.9699
111 Br -0.9206 -4.3184 3.9941
112 Br 1.0192 -1.7744 3.7013
113 Br 1.4330 -3.8699 6.1365
114 H -0.5339 -2.4280 5.5973

---

2.
Below is 6 unconnected molecules or ions with the total composition C34H61ClN4O11P in a non-equilibrium geometry, with properties calculated with ωB97M-V/def2-TZVPD.

The calculation puts the HOMO energy at -0.3377 hartree. Its LUMO energy is -0.0848 hartree. The total charge is +1.

Positions of all 112 atoms, in Å:
1 C -7.9969 2.1654 3.0183
2 C -7.0758 2.4192 1.7219
3 C -5.7382 3.2870 2.0712
4 C -4.8274 2.6522 3.2164
5 C -3.7990 1.5061 2.7781
6 C -4.3993 0.4508 1.6905
7 N -4.2928 0.8851 0.2904
8 N -3.4889 -0.7736 1.8157
9 C -3.8648 -1.8800 0.8429
10 N -5.3244 -2.0220 0.6301
11 C -5.8422 -3.3909 0.9750
12 C -2.0562 -0.3891 1.4483
13 C -1.4757 0.7983 2.3828
14 C 0.0440 1.2080 2.0210
15 C 0.9887 0.2237 2.9096
16 O 1.2218 0.5920 4.0920
17 Cl 1.6727 -1.3559 2.2975
18 N -2.4079 1.9575 2.4824
19 P -2.1913 3.2384 1.3526
20 C -2.8019 4.9346 1.7699
21 C -1.8412 2.8526 -0.4254
22 H -8.0278 3.1129 3.6843
23 H -9.0930 1.9390 2.7659
24 H -7.5531 1.3451 3.7032
25 H -6.8565 1.4841 1.1080
26 H -7.6928 3.1133 1.0291
27 H -5.1747 3.6161 1.1237
28 H -6.1632 4.2736 2.5095
29 H -5.4770 2.2218 4.0702
30 H -4.1968 3.4789 3.7238
31 H -3.6843 0.8443 3.7318
32 H -5.4471 0.1691 2.0437
33 H -4.9442 0.4027 -0.3421
34 H -4.4023 1.8960 0.1582
35 H -3.4446 -1.1271 2.7839
36 H -3.3998 -1.6962 -0.1999
37 H -3.3706 -2.8573 1.2187
38 H -5.5633 -1.8554 -0.3593
39 H -5.6976 -4.0500 0.0499
40 H -5.2834 -3.7642 1.9000
41 H -6.9778 -3.3081 1.1393
42 H -1.9144 -0.2045 0.3345
43 H -1.4355 -1.3360 1.6967
44 H -1.4204 0.3410 3.4488
45 H 0.3313 1.0319 0.9292
46 H 0.2616 2.2596 2.4091
47 H -1.9895 5.7036 1.4721
48 H -3.7627 5.3006 1.2511
49 H -2.9740 5.1137 2.8970
50 H -1.3715 3.7672 -0.9571
51 H -2.7035 2.5113 -1.0940
52 H -1.0304 2.0339 -0.4870
53 O 0.8140 1.1055 -0.9903
54 C 1.9406 1.5538 -1.0133
55 O 2.2843 2.6966 -1.6540
56 C 3.7062 2.8780 -1.5752
57 C 4.1428 2.0634 -0.3827
58 C 3.1533 0.9183 -0.3899
59 H 4.1551 2.5244 -2.5078
60 H 3.9357 3.9374 -1.4529
61 H 5.1837 1.7445 -0.4377
62 H 4.0180 2.6501 0.5333
63 H 3.4889 0.0932 -1.0233
64 H 2.9377 0.5662 0.6190
65 O -7.4887 -5.3956 -0.2993
66 C -7.1034 -6.4955 0.0106
67 O -6.8938 -6.8931 1.2940
68 C -6.3359 -8.2132 1.2974
69 C -6.7240 -8.8119 -0.0340
70 C -6.7426 -7.6015 -0.9432
71 H -5.2513 -8.1330 1.4171
72 H -6.7426 -8.7816 2.1354
73 H -6.0459 -9.5998 -0.3658
74 H -7.7300 -9.2380 0.0301
75 H -5.7576 -7.3970 -1.3700
76 H -7.4903 -7.7008 -1.7299
77 O 7.5492 4.0101 -0.7538
78 C 7.9693 3.1214 -0.0568
79 O 7.4308 1.8709 -0.0148
80 C 8.0989 1.1008 0.9933
81 C 9.4364 1.7764 1.1869
82 C 9.1124 3.2294 0.9139
83 H 7.4902 1.1136 1.9031
84 H 8.2071 0.0683 0.6551
85 H 9.8677 1.6010 2.1743
86 H 10.1492 1.4134 0.4369
87 H 8.7685 3.7466 1.8131
88 H 9.9582 3.7528 0.4677
89 O -0.2948 -2.7324 -6.1615
90 C -0.2110 -1.8278 -5.3732
91 O -0.0363 -0.5239 -5.7245
92 C 0.1315 0.2684 -4.5433
93 C -0.4937 -0.5395 -3.4311
94 C -0.2353 -1.9636 -3.8746
95 H 1.2012 0.4363 -4.3847
96 H -0.3614 1.2331 -4.6750
97 H -0.0846 -0.3056 -2.4468
98 H -1.5731 -0.3552 -3.4005
99 H 0.7373 -2.3263 -3.5337
100 H -1.0312 -2.6359 -3.5542
101 O 11.4511 1.4632 -0.8674
102 C 11.4708 0.8214 -1.8889
103 O 12.5939 0.2710 -2.4184
104 C 12.2811 -0.3244 -3.6833
105 C 10.7935 -0.5834 -3.6433
106 C 10.2883 0.5523 -2.7794
107 H 12.5604 0.3752 -4.4765
108 H 12.8531 -1.2454 -3.8072
109 H 10.3358 -0.6192 -4.6333
110 H 10.5963 -1.5385 -3.1461
111 H 10.0741 1.4479 -3.3675
112 H 9.4160 0.2568 -2.1958

---

3.
Below is a molecular structure, C34H61N9O3SbSi3Y in a non-equilibrium geometry, with properties calculated with ωB97M-V/def2-TZVPD.

The calculation puts the HOMO energy at -0.2858 hartree. Its LUMO energy is 0.0050 hartree. The total charge is 0.

Positions of all 112 atoms, in Å:
1 Y 1.8037 -0.8913 -0.3902
2 N 2.6896 0.7892 -2.1619
3 C 3.5589 0.7584 -3.3565
4 C 4.2844 -0.5836 -3.4110
5 C 3.4731 -1.6455 -4.1660
6 C 3.3956 -2.9727 -3.4287
7 N 2.3260 -2.9092 -2.4086
8 H 2.0077 1.5364 -2.2423
9 H 3.3024 1.0215 -1.3832
10 H 4.2790 1.5809 -3.3252
11 H 2.9489 0.8895 -4.2513
12 H 4.4491 -0.9040 -2.3762
13 H 5.2692 -0.4685 -3.8638
14 H 3.8962 -1.7979 -5.1598
15 H 2.4462 -1.2919 -4.2975
16 H 4.3422 -3.1917 -2.9342
17 H 3.2061 -3.7853 -4.1363
18 H 2.3580 -3.7646 -1.8629
19 H 1.4372 -2.9293 -2.8984
20 C -2.9829 0.4025 -1.8235
21 Sb -1.3189 0.8377 -0.4751
22 C -0.4707 -1.2872 -0.7822
23 C -0.3829 -1.2013 -2.2365
24 C -0.7297 -2.2257 -3.1540
25 C -0.6293 -2.0095 -4.5101
26 C -0.2094 -0.7672 -4.9852
27 C 0.0891 0.1971 -4.0449
28 N 0.0252 -0.0023 -2.7304
29 Si -1.2309 -2.8638 -0.1032
30 C -0.0505 -4.3310 -0.4109
31 C -1.4138 -2.8895 1.7774
32 C -2.8929 -3.3541 -0.9005
33 C -2.7859 1.5659 1.1718
34 C -2.0996 1.2353 2.4497
35 C -2.5228 1.7354 3.6921
36 C -1.9149 1.3090 4.8532
37 C -0.8731 0.3935 4.7779
38 C -0.4581 -0.0071 3.5260
39 N -1.0426 0.4078 2.3943
40 Si -2.7678 3.4480 0.8849
41 C -1.0811 4.0960 1.4348
42 C -4.0857 4.4071 1.8491
43 C -3.0220 3.8591 -0.9418
44 Si -4.5452 0.8591 1.2184
45 C -4.4428 -1.0258 1.1007
46 C -5.5009 1.2056 2.8215
47 C -5.6558 1.5555 -0.1442
48 H -2.5965 -0.0617 -2.7285
49 H -3.4793 1.3362 -2.0867
50 H -3.6937 -0.2683 -1.3447
51 H -1.0904 -3.1753 -2.7837
52 H -0.8940 -2.7948 -5.2078
53 H -0.1271 -0.5609 -6.0428
54 H 0.3837 1.1979 -4.3522
55 H 0.9429 -4.1355 0.0013
56 H 0.0616 -4.5864 -1.4677
57 H -0.4414 -5.2171 0.0955
58 H -0.4331 -3.0160 2.2444
59 H -2.0292 -3.7474 2.0589
60 H -1.8772 -1.9963 2.1881
61 H -2.8372 -4.3723 -1.2943
62 H -3.1617 -2.6920 -1.7265
63 H -3.7112 -3.3281 -0.1803
64 H -3.3357 2.4464 3.7264
65 H -2.2506 1.6809 5.8132
66 H -0.3999 0.0102 5.6713
67 H 0.3728 -0.6908 3.4005
68 H -0.8807 3.8144 2.4709
69 H -1.0226 5.1845 1.3651
70 H -0.2990 3.6637 0.8088
71 H -3.8949 4.4028 2.9242
72 H -5.0899 4.0135 1.6802
73 H -4.0779 5.4491 1.5208
74 H -2.2464 3.4040 -1.5615
75 H -2.9770 4.9401 -1.0886
76 H -3.9941 3.5138 -1.3003
77 H -4.5802 -1.4840 2.0828
78 H -3.4687 -1.3346 0.7233
79 H -5.2098 -1.4307 0.4365
80 H -5.0287 0.7376 3.6867
81 H -6.5014 0.7775 2.7199
82 H -5.6190 2.2710 3.0315
83 H -5.2661 1.3817 -1.1474
84 H -5.8137 2.6297 -0.0233
85 H -6.6319 1.0699 -0.0753
86 C 2.5252 2.8831 2.5024
87 C 2.7257 2.1869 1.1679
88 C 2.9737 3.2449 0.0947
89 O 1.5361 1.4243 0.8062
90 C 3.9232 1.1921 1.1780
91 O 4.8769 1.3934 1.9050
92 O 3.7839 0.2160 0.3353
93 H 1.8538 3.7360 2.3894
94 H 3.4920 3.2343 2.8575
95 H 2.1286 2.1934 3.2443
96 H 2.0495 3.7895 -0.1019
97 H 3.3365 2.8212 -0.8405
98 H 3.7283 3.9393 0.4600
99 H 1.1144 1.1722 1.6418
100 N 2.8377 -0.1839 3.7610
101 N 2.8321 -1.2058 2.7493
102 H 3.7921 0.0476 4.0240
103 H 2.3658 -0.5430 4.5798
104 H 3.1388 -2.0951 3.1351
105 H 3.5573 -0.9412 2.0898
106 N 3.0101 -2.6247 0.3428
107 C 4.1404 -2.8662 0.1492
108 C 5.4390 -3.2040 -0.0916
109 C 6.5192 -2.4795 0.4760
110 N 7.4224 -1.9150 0.9145
111 C 5.7121 -4.2831 -0.9678
112 N 5.9068 -5.1563 -1.6960

---

4.
Below is 3 unconnected molecules or ions with the total composition C34H62BIN2O12S2 in a non-equilibrium geometry, with properties calculated with ωB97M-V/def2-TZVPD.

The calculation puts the HOMO energy at -0.2765 hartree. As for the SMILES: C=CC[C@@](N)(O[C@@H](CCCCCCOC(C)=O)[C@H](CCC(=O)Nc1ccccc1)OC[C@H](I)CC)B(C)O.CCOS(C)(=O)=O.CCOS(C)(=O)=O. Its LUMO energy is -0.0024 hartree. The total charge is 0.

Positions of all 114 atoms, in Å:
1 C 4.7668 -2.4161 2.0211
2 C 3.4700 -2.8158 1.7237
3 C 2.2871 -1.9004 1.7518
4 C 1.6639 -1.9763 3.1699
5 N 2.7517 -1.6219 4.1113
6 O 0.6397 -1.0361 3.4647
7 C -0.1846 -0.5896 2.4105
8 C -1.0355 -1.6761 1.7601
9 C -2.2528 -1.1826 0.9776
10 C -2.7201 -2.2464 -0.0423
11 C -4.2174 -2.1613 -0.3194
12 C -5.0975 -2.5304 0.8721
13 C -4.8314 -3.9155 1.4604
14 O -4.4522 -4.8459 0.4166
15 C -3.5797 -5.7737 0.8933
16 C -4.1347 -6.8896 1.7480
17 O -2.4197 -5.7385 0.6256
18 C -1.0187 0.5499 3.0339
19 C -2.1603 0.1044 3.9447
20 C -3.2331 1.1925 4.1194
21 C -4.4517 0.6386 4.8079
22 O -4.8836 1.1263 5.8132
23 N -5.0213 -0.5228 4.1699
24 C -6.4601 -0.5167 4.1475
25 C -7.2595 -0.8559 5.2348
26 C -8.6466 -0.8611 5.1266
27 C -9.2580 -0.5416 3.9169
28 C -8.4661 -0.1827 2.8281
29 C -7.0789 -0.1788 2.9449
30 O -1.4176 1.4941 2.0523
31 C -0.5493 2.5978 1.9705
32 C -0.6999 3.3470 0.6110
33 I -2.6501 2.8480 -0.2396
34 C 0.4905 3.0293 -0.3333
35 C 0.1736 2.4368 -1.7032
36 B 1.2574 -3.5202 3.5145
37 C 0.7824 -4.5841 2.4534
38 O 1.2947 -3.9552 4.8333
39 H 5.4310 -1.8756 1.3528
40 H 5.1938 -2.7307 2.9752
41 H 3.3032 -3.8596 1.4489
42 H 1.6141 -2.1939 0.9451
43 H 2.6756 -0.8886 1.5828
44 H 2.3176 -1.2533 4.9500
45 H 3.2853 -2.4401 4.3689
46 H 0.3573 -0.0799 1.6019
47 H -0.4727 -2.3456 1.1127
48 H -1.4163 -2.3046 2.5761
49 H -3.0983 -1.0053 1.6427
50 H -2.0831 -0.2481 0.4440
51 H -2.4614 -3.2174 0.3801
52 H -2.1626 -2.0996 -0.9673
53 H -4.4609 -1.1423 -0.6331
54 H -4.4606 -2.8225 -1.1506
55 H -5.0194 -1.8035 1.6804
56 H -6.1445 -2.5219 0.5612
57 H -5.7501 -4.2719 1.9285
58 H -4.0241 -3.8752 2.1955
59 H -3.9842 -7.8191 1.2042
60 H -3.5669 -6.9465 2.6714
61 H -5.1973 -6.7441 1.9239
62 H -0.2984 1.0572 3.6845
63 H -2.6189 -0.8430 3.6773
64 H -1.7264 -0.0387 4.9377
65 H -3.5602 1.4833 3.1178
66 H -2.8462 2.0500 4.6597
67 H -4.6485 -1.3600 4.6029
68 H -6.7924 -1.1232 6.1739
69 H -9.2390 -1.1450 5.9850
70 H -10.3332 -0.5666 3.8093
71 H -8.9353 0.0690 1.8874
72 H -6.4984 0.0903 2.0721
73 H 0.4878 2.2639 2.0385
74 H -0.7889 3.3107 2.7663
75 H -0.7950 4.4047 0.8207
76 H 1.0276 3.9583 -0.5173
77 H 1.1194 2.2955 0.1687
78 H 1.1141 2.2818 -2.2491
79 H -0.4100 3.1081 -2.3278
80 H -0.2991 1.4591 -1.6429
81 H 0.7195 -4.1909 1.4395
82 H 1.4222 -5.4678 2.4190
83 H -0.2264 -4.9275 2.6978
84 H 0.6952 -3.3950 5.3438
85 C 5.3156 1.8896 -5.6607
86 C 5.9461 0.8560 -4.7511
87 O 5.7541 1.1629 -3.3511
88 S 4.3338 0.8643 -2.7116
89 C 4.8155 1.0337 -1.0266
90 O 3.9825 -0.4992 -2.9637
91 O 3.4393 1.9343 -3.0372
92 H 4.2281 1.8640 -5.5880
93 H 5.5914 1.7028 -6.6974
94 H 5.6378 2.8912 -5.3868
95 H 5.5716 -0.1463 -4.9655
96 H 7.0236 0.8369 -4.9017
97 H 5.5302 0.2520 -0.7850
98 H 3.9177 0.9275 -0.4209
99 H 5.2509 2.0191 -0.8842
100 C 7.7242 4.9811 -10.0817
101 C 7.3087 6.3546 -9.5938
102 O 6.0526 6.3287 -8.8844
103 S 6.0560 5.7937 -7.3874
104 C 4.4488 6.3577 -6.9484
105 O 7.0399 6.5147 -6.6402
106 O 6.0581 4.3631 -7.3995
107 H 7.9692 4.3236 -9.2485
108 H 8.6023 5.0607 -10.7227
109 H 6.9152 4.5117 -10.6412
110 H 8.0799 6.8043 -8.9668
111 H 7.1524 7.0183 -10.4419
112 H 4.4372 7.4435 -6.9799
113 H 4.2468 6.0038 -5.9396
114 H 3.7282 5.9378 -7.6450